[1]
{
  "formula": "C21H20N2O4",
  "method": "the ωB97M-V functional and the def2-TZVPD basis",
  "homo_ha": -0.2839,
  "e_above_lowest_kcal_mol": 68.1,
  "multiplicity": 1,
  "smiles": "COc1ccccc1C/C(N)=N/OC(=O)COc1cccc2ccccc12",
  "mol_weight_g_mol": 364.401,
  "species": ["C", "O", "C", "C", "C", "C", "C", "C", "C", "C", "N", "N", "O", "C", "O", "C", "O", "C", "C", "C", "C", "C", "C", "C", "C", "C", "C", "H", "H", "H", "H", "H", "H", "H", "H", "H", "H", "H", "H", "H", "H", "H", "H", "H", "H", "H", "H"],
  "xyz": [[2.34, 1.36, 0.15], [2.57, 0.05, -0.30], [3.83, -0.46, -0.22], [4.93, 0.22, 0.28], [6.17, -0.40, 0.32], [6.33, -1.69, -0.15], [5.23, -2.37, -0.65], [3.98, -1.77, -0.70], [2.78, -2.51, -1.23], [1.74, -2.67, -0.15], [2.15, -3.19, 1.02], [0.55, -2.34, -0.45], [-0.37, -2.49, 0.63], [-1.57, -1.92, 0.45], [-2.39, -1.97, 1.33], [-1.79, -1.24, -0.90], [-2.93, -0.43, -0.91], [-2.92, 0.71, -0.15], [-1.85, 1.15, 0.58], [-1.93, 2.36, 1.29], [-3.07, 3.12, 1.27], [-4.19, 2.69, 0.53], [-5.39, 3.44, 0.49], [-6.46, 3.00, -0.22], [-6.40, 1.79, -0.93], [-5.25, 1.04, -0.91], [-4.13, 1.47, -0.19], [2.56, 1.47, 1.22], [2.94, 2.09, -0.41], [1.29, 1.56, -0.03], [4.84, 1.23, 0.65], [7.02, 0.14, 0.71], [7.29, -2.17, -0.12], [5.34, -3.38, -1.02], [2.32, -1.95, -2.05], [3.07, -3.49, -1.59], [3.13, -3.29, 1.21], [1.50, -3.22, 1.79], [-1.98, -2.03, -1.64], [-0.89, -0.70, -1.20], [-0.94, 0.58, 0.64], [-1.07, 2.68, 1.86], [-3.12, 4.05, 1.82], [-5.43, 4.37, 1.04], [-7.38, 3.58, -0.25], [-7.26, 1.45, -1.49], [-5.19, 0.11, -1.45]],
  "nbo_charge": [-0.2530, -0.5137, 0.3828, -0.3187, -0.1856, -0.2421, -0.1914, -0.0980, -0.4621, 0.4297, -0.8140, -0.2594, -0.4065, 0.7646, -0.5516, -0.1955, -0.4806, 0.3534, -0.3166, -0.1953, -0.2297, 0.0292, -0.2010, -0.2112, -0.2201, -0.1654, -0.1264, 0.1783, 0.1799, 0.2058, 0.2221, 0.2166, 0.2168, 0.2123, 0.2543, 0.2314, 0.4063, 0.4160, 0.2331, 0.2236, 0.2095, 0.2090, 0.2069, 0.2064, 0.2116, 0.2121, 0.2262]
}

[2]
{
  "formula": "C41H76BIN2O16SSi",
  "method": "the ωB97M-V functional and the def2-TZVPD basis",
  "homo_ha": -0.3081,
  "multiplicity": 1,
  "smiles": "COCc1c(CCO[Si](C)(C)C)c(B(O)OC)c2nsnc2c1CCCI.CCOC(C)=O.CCOC(C)=O.CCOC(C)=O.CCOC(C)=O.CCOC(C)=O.CCOC(C)=O",
  "mol_weight_g_mol": 1050.926,
  "species": ["C", "O", "C", "C", "C", "C", "C", "O", "Si", "C", "C", "C", "C", "B", "O", "O", "C", "C", "N", "S", "N", "C", "C", "C", "C", "C", "I", "H", "H", "H", "H", "H", "H", "H", "H", "H", "H", "H", "H", "H", "H", "H", "H", "H", "H", "H", "H", "H", "H", "H", "H", "H", "H", "H", "H", "C", "C", "O", "C", "C", "O", "H", "H", "H", "H", "H", "H", "H", "H", "C", "C", "O", "C", "C", "O", "H", "H", "H", "H", "H", "H", "H", "H", "C", "C", "O", "C", "C", "O", "H", "H", "H", "H", "H", "H", "H", "H", "C", "C", "O", "C", "C", "O", "H", "H", "H", "H", "H", "H", "H", "H", "C", "C", "O", "C", "C", "O", "H", "H", "H", "H", "H", "H", "H", "H", "C", "C", "O", "C", "C", "O", "H", "H", "H", "H", "H", "H", "H", "H"],
  "xyz": [[0.02, -4.27, 3.52], [0.22, -2.97, 2.89], [1.24, -2.30, 3.70], [1.48, -0.78, 3.20], [2.75, -0.40, 2.32], [3.87, -1.47, 1.88], [3.67, -1.94, 0.33], [2.61, -2.92, 0.35], [1.31, -2.52, -0.74], [1.88, -1.75, -2.40], [-0.03, -1.37, 0.01], [0.41, -4.19, -1.16], [2.98, 1.06, 1.83], [4.19, 1.58, 0.90], [5.46, 0.92, 0.70], [3.99, 2.84, 0.19], [4.93, 3.77, 0.84], [1.91, 2.12, 2.30], [1.82, 3.54, 2.08], [0.46, 4.32, 2.80], [-0.16, 2.88, 3.50], [0.66, 1.76, 3.19], [0.40, 0.28, 3.64], [-0.82, -0.25, 4.51], [-2.11, 0.71, 4.57], [-3.41, -0.24, 4.88], [-4.59, -0.24, 3.02], [-0.49, -4.22, 4.54], [-0.58, -4.95, 2.80], [1.06, -4.76, 3.63], [2.22, -2.91, 3.71], [0.89, -2.27, 4.81], [4.95, -1.10, 2.07], [3.80, -2.46, 2.48], [4.67, -2.41, 0.02], [3.41, -0.98, -0.25], [2.77, -2.35, -2.82], [2.28, -0.70, -2.16], [1.01, -1.64, -3.14], [0.39, -0.46, 0.58], [-0.67, -0.99, -0.88], [-0.74, -1.95, 0.69], [0.52, -4.88, -0.24], [-0.69, -4.01, -1.45], [1.03, -4.67, -2.01], [5.52, 0.53, -0.20], [4.98, 3.64, 1.98], [4.59, 4.85, 0.63], [5.99, 3.69, 0.40], [-0.43, -0.59, 5.55], [-1.18, -1.24, 4.01], [-1.95, 1.41, 5.48], [-2.29, 1.31, 3.61], [-4.00, 0.11, 5.79], [-3.01, -1.29, 5.14], [-1.63, -0.32, -7.21], [-1.39, -1.52, -6.31], [-0.84, -1.12, -5.05], [-1.57, -0.71, -4.00], [-3.02, -0.36, -4.20], [-1.04, -0.54, -2.92], [-2.35, 0.37, -6.78], [-1.99, -0.64, -8.19], [-0.70, 0.23, -7.35], [-2.29, -2.12, -6.18], [-0.65, -2.18, -6.78], [-3.11, 0.71, -4.40], [-3.56, -0.61, -3.29], [-3.50, -0.92, -5.00], [-0.61, 7.00, -2.03], [-2.07, 6.67, -1.83], [-2.42, 5.46, -2.52], [-2.26, 4.22, -2.01], [-1.41, 4.05, -0.77], [-2.73, 3.26, -2.58], [0.04, 6.23, -1.62], [-0.37, 7.96, -1.55], [-0.38, 7.08, -3.10], [-2.36, 6.62, -0.78], [-2.69, 7.46, -2.28], [-0.39, 3.82, -1.07], [-1.82, 3.22, -0.19], [-1.42, 4.91, -0.11], [-6.06, -5.61, -6.83], [-6.79, -4.29, -6.69], [-5.89, -3.24, -6.32], [-5.15, -2.52, -7.18], [-5.01, -3.01, -8.60], [-4.54, -1.55, -6.80], [-5.30, -5.57, -7.61], [-6.76, -6.42, -7.06], [-5.54, -5.85, -5.90], [-7.35, -4.03, -7.59], [-7.52, -4.37, -5.89], [-4.11, -3.62, -8.68], [-4.92, -2.14, -9.25], [-5.87, -3.57, -8.96], [6.70, -2.05, 5.47], [5.24, -2.36, 5.67], [4.87, -3.58, 4.99], [5.02, -4.81, 5.51], [5.86, -4.99, 6.74], [4.54, -5.77, 4.94], [7.34, -2.83, 5.89], [6.96, -1.10, 5.94], [6.94, -1.99, 4.40], [4.95, -2.40, 6.72], [4.63, -1.57, 5.22], [6.88, -5.24, 6.44], [5.44, -5.81, 7.32], [5.86, -4.12, 7.40], [3.90, 7.60, 3.24], [4.80, 6.40, 3.45], [5.94, 6.46, 2.59], [7.08, 7.13, 2.88], [7.08, 8.11, 4.02], [8.06, 7.00, 2.18], [4.40, 8.53, 3.49], [3.00, 7.52, 3.86], [3.60, 7.67, 2.19], [5.09, 6.28, 4.50], [4.25, 5.49, 3.18], [6.85, 9.11, 3.63], [8.07, 8.12, 4.47], [6.38, 7.86, 4.82], [-6.21, -0.72, -2.23], [-7.68, -1.03, -2.03], [-8.04, -2.23, -2.72], [-7.90, -3.47, -2.21], [-7.06, -3.66, -0.98], [-8.39, -4.42, -2.79], [-5.57, -1.50, -1.81], [-5.95, 0.23, -1.75], [-5.97, -0.65, -3.30], [-7.96, -1.07, -0.98], [-8.27, -0.23, -2.48], [-6.04, -3.91, -1.28], [-7.48, -4.49, -0.40], [-7.06, -2.80, -0.32]],
  "lowdin_charge": [-0.1057, -0.2431, -0.1854, -0.0048, -0.0259, -0.1157, -0.2328, -0.2490, 0.4721, -0.1845, -0.1691, -0.1888, 0.0516, -0.5155, 0.0747, -0.0711, -0.1010, -0.1719, -0.2771, 0.9053, -0.2966, -0.2000, -0.0212, -0.1750, -0.3192, -0.6118, 0.6620, 0.0950, 0.1079, 0.1020, 0.1133, 0.1223, 0.1208, 0.1082, 0.1361, 0.0960, 0.0460, 0.0443, 0.0292, 0.0347, 0.0274, 0.0383, 0.0350, 0.0459, 0.0325, 0.1240, 0.0940, 0.1054, 0.1107, 0.1329, 0.1128, 0.1132, 0.0557, 0.0522, 0.0534, -0.0679, -0.2231, -0.0023, -0.4900, 0.0267, 0.0636, 0.0714, 0.0778, 0.0824, 0.0988, 0.1221, 0.1047, 0.0755, 0.0422, -0.0669, -0.2336, -0.0033, -0.5204, 0.0048, 0.0942, 0.0684, 0.0806, 0.0848, 0.1127, 0.1218, 0.1023, 0.0941, 0.0544, -0.0635, -0.2197, 0.0078, -0.5026, 0.0161, 0.0730, 0.0656, 0.0842, 0.0861, 0.1156, 0.1229, 0.0983, 0.0946, 0.0708, -0.0616, -0.2312, -0.0205, -0.5255, 0.0082, 0.0985, 0.0681, 0.0844, 0.0835, 0.1147, 0.1166, 0.0982, 0.0935, 0.0684, -0.0616, -0.2312, -0.0141, -0.5235, 0.0064, 0.0999, 0.0670, 0.0807, 0.0853, 0.1168, 0.0978, 0.0970, 0.0929, 0.0677, -0.0678, -0.2246, -0.0019, -0.5253, 0.0096, 0.0846, 0.0691, 0.0892, 0.0790, 0.1137, 0.1237, 0.0988, 0.0929, 0.0680]
}

[3]
{
  "formula": "C3H5BrN2O2",
  "method": "the ωB97M-V functional and the def2-TZVPD basis",
  "homo_ha": [-0.3161, -0.3391],
  "e_above_lowest_kcal_mol": 133.2,
  "multiplicity": 1,
  "mol_weight_g_mol": 180.989,
  "species": ["C", "C", "C", "N", "N", "O", "O", "Br", "H", "H", "H", "H", "H"],
  "xyz": [[0.94, 1.10, -0.67], [0.53, -0.01, 0.32], [-1.27, 0.01, 0.81], [0.50, -1.26, -0.29], [-1.47, -1.27, 0.73], [1.29, -1.86, -1.04], [-0.64, -1.97, 0.01], [-2.51, 1.14, -0.30], [1.98, 1.29, -0.48], [0.33, 1.97, -0.43], [0.75, 0.62, -1.71], [1.01, -0.07, 1.26], [-1.45, 0.32, 1.80]],
  "nbo_charge": [-0.6257, -0.0957, -0.0909, 0.2766, -0.1399, -0.3480, -0.0864, -0.0434, 0.2266, 0.2373, 0.2420, 0.2198, 0.2278]
}

[4]
{
  "formula": "C15H28F3N5O2PS",
  "method": "the ωB97M-V functional and the def2-TZVPD basis",
  "charge": 1,
  "homo_ha": -0.4479,
  "multiplicity": 1,
  "mol_weight_g_mol": 430.457,
  "species": ["N", "C", "C", "C", "C", "P", "N", "N", "N", "C", "C", "C", "N", "C", "S", "O", "O", "C", "F", "F", "F", "H", "H", "H", "H", "H", "H", "H", "H", "H", "H", "H", "H", "H", "H", "C", "C", "C", "C", "C", "C", "H", "H", "H", "H", "H", "H", "H", "H", "H", "H", "H", "H", "H", "H"],
  "xyz": [[5.76, -1.25, 0.07], [4.40, -1.59, 0.05], [3.60, -1.47, -1.42], [2.36, -2.52, -1.45], [2.67, -4.12, -1.83], [4.42, -4.79, -2.26], [4.87, -5.90, -1.13], [1.47, -5.02, -1.83], [0.16, -4.84, -1.54], [-0.30, -3.48, -1.17], [-1.93, -3.34, -0.81], [-2.76, -2.95, -2.17], [-4.12, -2.39, -1.73], [0.78, -2.26, -1.14], [0.27, -0.49, -0.73], [0.96, 0.58, -1.66], [-1.27, -0.22, -0.95], [0.55, -0.09, 1.12], [-0.80, 0.14, 1.77], [1.12, -1.27, 1.85], [1.31, 1.17, 1.33], [6.14, -1.40, 1.05], [3.89, -2.00, 1.02], [3.37, -0.37, -1.73], [4.40, -1.87, -2.21], [5.45, -3.78, -2.26], [4.44, -5.44, -3.57], [5.76, -5.53, -0.70], [1.71, -6.02, -2.11], [-2.13, -2.56, 0.05], [-2.22, -4.40, -0.35], [-2.23, -2.12, -2.83], [-2.94, -3.96, -2.78], [-4.82, -2.57, -2.49], [-4.05, -1.38, -1.48], [-2.42, 6.15, 3.53], [-2.90, 4.78, 3.10], [-1.75, 3.82, 2.75], [-0.88, 4.26, 1.57], [-1.64, 4.48, 0.25], [-2.31, 3.22, -0.28], [-1.87, 6.66, 2.73], [-3.27, 6.79, 3.80], [-1.76, 6.08, 4.41], [-3.59, 4.88, 2.26], [-3.48, 4.34, 3.92], [-2.17, 2.83, 2.55], [-1.11, 3.70, 3.63], [-0.11, 3.50, 1.40], [-0.35, 5.18, 1.82], [-0.92, 4.84, -0.51], [-2.38, 5.27, 0.36], [-1.57, 2.43, -0.44], [-2.80, 3.43, -1.23], [-3.06, 2.84, 0.42]],
  "nbo_charge": [-0.5632, 0.0680, -0.5551, 0.1404, -0.0800, 1.1421, -1.2007, -0.2454, -0.1432, 0.3048, -0.4611, -0.2309, -0.8567, -0.2665, 1.7999, -0.7832, -0.7998, 0.7769, -0.2919, -0.3248, -0.2769, 0.3661, 0.2123, 0.3282, 0.2670, 0.0533, 0.0276, 0.3899, 0.4572, 0.2815, 0.2696, 0.2080, 0.2205, 0.3841, 0.3824, -0.6103, -0.3993, -0.3977, -0.3956, -0.4002, -0.6093, 0.2006, 0.2142, 0.2025, 0.1943, 0.2037, 0.1948, 0.2002, 0.1893, 0.2051, 0.2021, 0.1992, 0.1934, 0.2117, 0.2006]
}

[5]
{
  "formula": "C3H9N3O",
  "method": "the ωB97M-V functional and the def2-TZVPD basis",
  "homo_ha": -0.3421,
  "e_above_lowest_kcal_mol": 56.5,
  "multiplicity": 1,
  "smiles": "NCNC(=O)CN",
  "mol_weight_g_mol": 103.125,
  "species": ["N", "C", "N", "C", "O", "C", "N", "H", "H", "H", "H", "H", "H", "H", "H", "H"],
  "xyz": [[-0.02, 0.02, 2.89], [0.49, 0.68, 1.71], [-0.07, -0.09, 0.47], [0.45, 0.16, -0.85], [1.58, 0.67, -1.02], [-0.58, -0.06, -2.05], [-1.59, -1.22, -1.50], [0.08, 0.70, 3.69], [0.38, -0.84, 3.24], [1.59, 0.66, 1.60], [0.12, 1.65, 1.77], [-1.05, -0.04, 0.71], [-0.08, -0.54, -2.78], [-0.91, 1.02, -2.47], [-2.05, -1.59, -2.35], [-1.17, -2.00, -1.11]],
  "nbo_charge": [-0.8513, -0.0364, -0.6682, 0.6738, -0.6079, -0.2958, -0.8578, 0.3613, 0.3713, 0.1837, 0.1744, 0.4061, 0.1948, 0.2383, 0.3520, 0.3617]
}